The following is a quantum chemistry calculation of a structure of composition C56H77AsBN9PRbS4, from the Open Molecules 2025 dataset.

E_HOMO ... -0.251 Eh
Electronic energy ... -6891.93263 hartree
Energy relative to the best compared isomer or geometry (same formula, charge and spin) ... 0.00 kcal/mol

Each line ends with the Löwdin charge.
Cartesian coordinates (Å):
Rb1 -0.47826 0.51210 -1.04550  0.43
C1 1.55244 7.72956 1.17553  -0.06
C2 1.66161 6.26574 0.75046  -0.55
C3 2.98998 5.71777 1.26763  -0.05
C4 1.56288 6.18523 -0.76963  -0.04
N1 0.53871 5.48918 1.34946  0.01
C5 -0.54256 6.05230 2.02514  -0.04
C6 -1.42263 5.06444 2.24981  -0.07
N2 -0.90029 3.89996 1.71995  0.02
B1 -1.70531 2.58779 1.55600  -0.71
N3 -1.54653 1.72255 2.83639  0.04
C7 -1.15187 2.17836 4.07969  -0.03
C8 -1.12212 1.12506 4.91399  -0.04
N4 -1.50363 0.00739 4.17711  0.00
C9 -1.76528 0.38840 2.89291  -0.68
S1 -2.28976 -0.57794 1.58374  0.61
C10 -1.45926 -1.39462 4.68430  -0.55
C11 -0.35941 -2.15121 3.94512  -0.03
C12 -2.82498 -2.04687 4.49424  -0.05
C13 -1.12904 -1.38788 6.17601  -0.06
N5 -3.21053 2.94442 1.36660  0.04
C14 -4.26295 2.52977 2.15719  -0.05
C15 -5.40169 2.90617 1.55583  -0.05
N6 -5.05243 3.57388 0.38152  0.00
C16 -3.68844 3.56004 0.25447  -0.68
S2 -2.68756 4.11971 -1.00548  0.68
C17 -6.09779 4.00641 -0.59354  -0.55
C18 -7.31949 4.49051 0.19129  -0.05
C19 -5.64419 5.15377 -1.49200  -0.08
C20 -6.46459 2.79289 -1.44501  -0.02
C21 0.29760 4.16343 1.15253  -0.67
S3 1.30868 3.01544 0.38761  0.61
H1 2.42673 8.25203 0.78768  0.09
H2 0.66546 8.21399 0.76471  0.09
H3 1.55373 7.84156 2.26120  0.09
H4 3.79998 6.31864 0.85022  0.09
H5 3.03112 5.79317 2.35693  0.09
H6 3.13223 4.67570 0.98064  0.02
H7 2.36579 6.77689 -1.21507  0.09
H8 1.64765 5.15482 -1.11057  0.04
H9 0.60302 6.58458 -1.10255  0.09
H10 -0.59313 7.08799 2.29501  0.11
H11 -2.38983 5.09513 2.72016  0.13
H12 -1.31896 1.98957 0.61781  -0.04
H13 -0.90375 3.20904 4.25976  0.12
H14 -0.85396 1.08063 5.95046  0.11
H15 -0.57360 -2.19427 2.88184  0.02
H16 0.60481 -1.65626 4.08076  0.09
H17 -0.28862 -3.16752 4.33935  0.09
H18 -3.11088 -2.08354 3.44311  0.02
H19 -2.78244 -3.06247 4.89242  0.09
H20 -3.58930 -1.49331 5.04447  0.09
H21 -0.12740 -1.00450 6.37654  0.08
H22 -1.85597 -0.81320 6.75215  0.09
H23 -1.16603 -2.41836 6.52880  0.09
H24 -4.11572 1.98908 3.07518  0.12
H25 -6.41902 2.75498 1.86098  0.11
H26 -7.04011 5.27402 0.89748  0.10
H27 -8.03960 4.90363 -0.51458  0.09
H28 -7.82234 3.69130 0.73547  0.07
H29 -5.28884 6.00448 -0.90889  0.09
H30 -4.84750 4.86195 -2.16732  0.02
H31 -6.51648 5.46629 -2.07034  0.08
H32 -6.79637 1.95999 -0.82148  0.09
H33 -7.26790 3.04990 -2.13853  0.09
H34 -5.59626 2.46928 -2.02433  0.07
C22 -4.19028 -0.24329 -3.04736  -0.21
C23 -3.75011 -1.57025 -2.40955  -0.19
N7 -2.32332 -1.81601 -2.53316  -0.08
C24 -1.84634 -2.35516 -3.79014  -0.27
C25 -1.79320 -1.39048 -4.98313  -0.44
S4 -1.00705 0.23236 -4.72337  0.86
C26 -2.40111 1.36671 -4.96967  -0.46
C27 -3.09426 1.86783 -3.69794  -0.31
N8 -3.27673 0.82730 -2.70939  -0.10
H35 -5.22809 -0.03478 -2.75487  0.11
H36 -4.20560 -0.34991 -4.13294  0.10
H37 -4.34946 -2.38609 -2.84304  0.12
H38 -3.97886 -1.53549 -1.34143  0.11
H39 -2.00985 -2.41029 -1.77697  0.07
H40 -2.44181 -3.22378 -4.12016  0.12
H41 -0.83382 -2.71958 -3.61837  0.08
H42 -2.78518 -1.20308 -5.39174  0.06
H43 -1.22731 -1.88991 -5.77138  0.07
H44 -3.09631 0.87848 -5.65412  0.07
H45 -2.00120 2.22644 -5.50869  0.07
H46 -4.03467 2.35390 -4.00782  0.11
H47 -2.49158 2.64687 -3.23761  0.05
H48 -3.45937 1.20915 -1.79156  0.08
C28 2.93442 -2.86325 -0.65439  -0.42
C29 4.21261 -2.10417 -0.97249  -0.44
As1 5.85362 -2.73084 -0.07443  1.30
C30 5.77157 -4.61396 -0.57259  -0.42
C31 5.29397 -5.00816 -1.82023  -0.12
C32 5.33015 -6.34428 -2.20141  -0.09
C33 5.84482 -7.30248 -1.33903  -0.09
C34 6.33012 -6.91697 -0.09627  -0.09
C35 6.29815 -5.58083 0.28094  -0.13
C36 5.13441 -2.80509 1.73853  -0.41
C37 4.34753 -3.83523 2.24719  -0.11
C38 3.80360 -3.73876 3.52230  -0.08
C39 4.04184 -2.61446 4.30283  -0.09
C40 4.83405 -1.58820 3.80872  -0.10
C41 5.38032 -1.68825 2.53494  -0.16
P1 1.45361 -2.11187 -1.47122  1.00
C42 1.90309 -2.44107 -3.22528  -0.38
C43 1.99201 -1.35290 -4.08818  -0.13
C44 2.38943 -1.51130 -5.41321  -0.08
C45 2.71878 -2.76934 -5.89039  -0.08
C46 2.66763 -3.86544 -5.03420  -0.08
C47 2.27003 -3.69893 -3.71655  -0.12
C48 0.21182 -3.40329 -1.05757  -0.38
C49 -0.38997 -3.23562 0.19299  -0.14
C50 -1.37740 -4.10949 0.63236  -0.08
C51 -1.77560 -5.16827 -0.17167  -0.08
C52 -1.18205 -5.34856 -1.41407  -0.08
C53 -0.19552 -4.47551 -1.85171  -0.11
H49 2.72213 -2.81151 0.41400  0.04
H50 3.00347 -3.91805 -0.93246  0.07
H51 4.11814 -1.05760 -0.67224  0.04
H52 4.42635 -2.10132 -2.04426  0.05
H53 4.88835 -4.27672 -2.50868  0.08
H54 4.95474 -6.63502 -3.17532  0.10
H55 5.86856 -8.34406 -1.63305  0.10
H56 6.73636 -7.65702 0.58175  0.10
H57 6.67987 -5.29437 1.25444  0.10
H58 4.14100 -4.71188 1.64421  0.10
H59 3.18475 -4.54201 3.90263  0.10
H60 3.61360 -2.54095 5.29471  0.10
H61 5.03055 -0.71269 4.41605  0.10
H62 6.00967 -0.88847 2.15801  0.09
H63 1.73803 -0.36617 -3.72675  0.07
H64 2.43117 -0.65043 -6.06766  0.11
H65 3.02545 -2.89879 -6.92091  0.10
H66 2.94418 -4.84938 -5.39407  0.10
H67 2.26853 -4.55931 -3.05612  0.10
H68 -0.10737 -2.39430 0.81813  0.05
H69 -1.85482 -3.93706 1.58820  0.10
H70 -2.55563 -5.84184 0.16030  0.10
H71 -1.49426 -6.16549 -2.05283  0.10
H72 0.22853 -4.62257 -2.83628  0.08
C54 4.80095 1.73038 0.67702  -0.09
C55 4.02944 1.29872 1.92375  -0.23
C56 3.04812 0.24774 1.62336  -0.23
N9 2.28454 -0.57587 1.38599  0.21
H73 5.49256 2.53221 0.93318  0.08
H74 4.11422 2.10361 -0.08158  0.06
H75 5.37492 0.90229 0.25894  0.06
H76 3.47540 2.14125 2.33913  0.10
H77 4.69914 0.91324 2.69407  0.09

***

The following is a quantum chemistry calculation of a cluster of 9 separate species, C56H79F24N2O19 in total in a non-equilibrium geometry, from the Open Molecules 2025 dataset.

E_HOMO ... -0.418 Eh
Electronic energy ... -6116.95443 hartree
Net charge ... +1

Each line ends with the Löwdin charge.
Cartesian coordinates (Å):
C1 -5.17043 2.42446 2.31751  0.09
C2 -4.20610 2.79979 1.42126  -0.06
C3 -3.48313 1.81417 0.62540  -0.51
O1 -3.59813 0.61929 0.79084  0.10
O2 -2.61461 2.29107 -0.31686  -0.06
C4 -1.38186 2.85848 0.18672  -0.15
C5 -0.65585 3.49410 -0.99774  -0.13
C6 0.83915 3.13973 -1.05735  -0.18
C7 1.12667 1.90572 -1.93119  -0.17
C8 0.98126 0.62240 -1.09664  -0.17
C9 1.28870 -0.67780 -1.89248  -0.12
C10 0.33772 -1.77468 -1.48460  -0.08
C11 0.69182 -2.63055 -0.42666  -0.10
C12 2.00914 -2.49447 0.27974  0.01
C13 -0.21306 -3.62500 -0.02287  -0.12
C14 0.04736 -4.59221 1.10690  -0.12
C15 1.25666 -5.51324 0.79526  -0.19
C16 1.05779 -6.95920 1.25513  -0.23
C17 0.38652 -7.84642 0.18693  -0.08
C18 -1.41515 -3.70108 -0.68225  0.05
N1 -1.75571 -2.88244 -1.69006  0.02
C19 -3.11643 -3.06794 -2.26489  -0.09
C20 -3.17847 -3.48250 -3.74225  -0.17
C21 -4.11440 -2.57234 -4.54636  -0.28
N2 -5.50754 -2.78660 -4.11453  0.01
C22 -0.90331 -1.91723 -2.10688  -0.11
C23 -1.36281 -0.98411 -3.18272  -0.04
C24 -2.21946 0.15265 -2.62271  -0.21
O3 -2.42651 1.13684 -3.27484  0.07
H1 -5.10130 2.66606 3.37590  0.08
H2 -6.07717 1.90365 2.01867  0.09
H3 -4.01135 3.86090 1.27935  0.12
H4 -1.64040 3.60592 0.93972  0.12
H5 -0.78925 2.08078 0.67443  0.12
H6 -0.74225 4.57678 -0.89677  0.12
H7 -1.14506 3.17852 -1.91709  0.09
H8 1.41726 3.96986 -1.44864  0.08
H9 1.20422 2.95470 -0.04236  0.11
H10 2.16486 1.95462 -2.26881  0.12
H11 0.44095 1.85693 -2.77880  0.11
H12 -0.07023 0.56285 -0.79328  0.10
H13 1.59173 0.69172 -0.19648  0.12
H14 2.31031 -0.97249 -1.66417  0.11
H15 1.26766 -0.45749 -2.95656  0.11
H16 2.36390 -1.46774 0.28170  0.08
H17 2.75518 -3.08046 -0.26482  0.12
H18 1.95466 -2.86743 1.29743  0.09
H19 -0.86761 -5.15246 1.28993  0.11
H20 0.26962 -3.98577 1.98586  0.11
H21 2.13018 -5.09101 1.29026  0.08
H22 1.46594 -5.45017 -0.27632  0.11
H23 0.47953 -6.93810 2.17607  0.09
H24 2.04563 -7.36730 1.46877  0.10
H25 -0.63071 -8.12171 0.46537  0.06
H26 0.93283 -8.78601 0.10141  0.07
H27 0.41398 -7.36754 -0.79111  0.07
H28 -2.13557 -4.45214 -0.39297  0.15
H29 -3.58257 -3.84833 -1.67195  0.12
H30 -3.68869 -2.16223 -2.05840  0.13
H31 -3.63571 -4.46811 -3.81832  0.12
H32 -2.19263 -3.52157 -4.20628  0.11
H33 -3.85159 -1.51762 -4.41438  0.10
H34 -4.00442 -2.77817 -5.61040  0.12
H35 -6.10170 -2.81740 -4.93445  0.07
H36 -5.84866 -1.97902 -3.60679  0.07
H37 -1.90077 -1.47736 -3.98421  0.10
H38 -0.50929 -0.49327 -3.64156  0.12
H39 -2.61890 0.05108 -1.59826  0.12
C25 -7.21845 4.90499 0.87707  -0.07
C26 -8.70188 5.20163 0.90545  -0.19
O4 -9.04889 5.98912 2.05966  0.03
C27 -8.84449 7.29583 1.95013  -0.40
O5 -8.40262 7.87506 1.00503  0.18
C28 -9.30614 8.00362 3.24144  -0.55
F1 -8.89468 7.34018 4.32745  0.17
F2 -10.64171 8.06548 3.26840  0.17
F3 -8.82178 9.23665 3.29237  0.18
H40 -6.90623 4.43209 1.80910  0.06
H41 -6.97810 4.24238 0.04545  0.08
H42 -6.64141 5.82331 0.76653  0.08
H43 -9.27976 4.28481 0.99898  0.13
H44 -9.02556 5.70716 -0.00309  0.13
C29 6.66479 -9.76111 2.39473  -0.06
C30 7.58045 -8.55989 2.45703  -0.19
O6 7.05589 -7.46101 1.67440  0.04
C31 6.14169 -6.71331 2.26096  -0.41
O7 5.69185 -6.83331 3.36103  0.17
C32 5.72557 -5.56979 1.31293  -0.54
F4 5.52719 -6.00536 0.06435  0.16
F5 6.67044 -4.62513 1.27514  0.17
F6 4.59116 -5.00611 1.73508  0.15
H45 6.48654 -10.05137 1.35922  0.08
H46 7.11564 -10.60049 2.92208  0.09
H47 5.70010 -9.54316 2.85205  0.08
H48 8.54758 -8.78537 2.01470  0.13
H49 7.74836 -8.23198 3.48158  0.13
C33 -3.67263 -3.37265 5.90541  -0.06
C34 -2.22834 -3.33066 6.35087  -0.19
O8 -1.65573 -4.65605 6.39208  0.04
C35 -1.21602 -5.14538 5.25055  -0.40
O9 -1.23708 -4.61108 4.17763  0.15
C36 -0.60596 -6.54270 5.49320  -0.55
F7 -1.38010 -7.27671 6.29115  0.18
F8 0.59531 -6.41550 6.06282  0.18
F9 -0.46047 -7.19066 4.33877  0.16
H50 -4.24810 -4.04283 6.54359  0.09
H51 -4.10862 -2.37592 5.95924  0.08
H52 -3.75674 -3.73296 4.88047  0.08
H53 -2.14761 -2.95601 7.36826  0.13
H54 -1.62512 -2.69045 5.70843  0.12
C37 6.87955 5.95730 -0.90304  -0.04
C38 5.69984 6.65186 -0.26139  -0.18
O10 4.68168 6.98207 -1.24044  0.04
C39 3.85445 5.99747 -1.52843  -0.40
O11 3.87993 4.89121 -1.07012  0.15
C40 2.77933 6.48781 -2.51996  -0.54
F10 3.30787 7.21985 -3.50436  0.17
F11 1.88107 7.24953 -1.88117  0.17
F12 2.12109 5.46960 -3.07649  0.16
H55 7.29214 6.56661 -1.70807  0.08
H56 7.65728 5.78594 -0.16019  0.09
H57 6.58730 4.99671 -1.32670  0.08
H58 6.01045 7.60111 0.16965  0.13
H59 5.23824 6.05304 0.52002  0.09
C41 -2.33287 -11.08021 1.76830  -0.06
C42 -1.96951 -12.44019 2.32012  -0.19
O12 -1.60173 -13.34537 1.25978  0.04
C43 -0.35682 -13.24420 0.82146  -0.40
O13 0.48258 -12.48479 1.20499  0.17
C44 -0.10152 -14.30367 -0.27137  -0.55
F13 -1.11879 -14.36245 -1.13506  0.17
F14 0.04243 -15.50776 0.29251  0.17
F15 1.00629 -14.01591 -0.94468  0.18
H60 -3.11951 -11.16895 1.01844  0.08
H61 -2.68191 -10.42700 2.56766  0.08
H62 -1.47076 -10.61504 1.29005  0.06
H63 -2.82242 -12.90206 2.81166  0.13
H64 -1.16188 -12.37426 3.04764  0.13
C45 5.69432 10.67501 -4.73631  -0.05
C46 5.97936 9.83085 -3.51413  -0.20
O14 7.39538 9.76063 -3.24512  0.03
C47 7.91287 10.78154 -2.57882  -0.40
O15 7.33881 11.74875 -2.17928  0.18
C48 9.41381 10.52499 -2.32863  -0.55
F16 10.01798 10.05673 -3.42340  0.17
F17 9.55481 9.61414 -1.35231  0.16
F18 10.02292 11.64080 -1.95366  0.18
H65 6.25477 10.30288 -5.59417  0.09
H66 4.63071 10.64812 -4.97014  0.08
H67 5.98821 11.71127 -4.57284  0.08
H68 5.66366 8.80298 -3.67940  0.11
H69 5.44958 10.20305 -2.63811  0.13
C49 1.59565 2.11043 5.33651  -0.05
C50 0.98769 2.48863 4.00462  -0.20
O16 1.46688 3.77339 3.55565  0.03
C51 2.64264 3.77511 2.94666  -0.40
O17 3.34234 2.83360 2.72332  0.17
C52 2.98433 5.21053 2.49753  -0.54
F19 2.72047 6.10230 3.45166  0.18
F20 2.25461 5.53053 1.41863  0.16
F21 4.27321 5.31041 2.17666  0.16
H70 1.41058 2.89118 6.07394  0.09
H71 1.16120 1.17790 5.69519  0.08
H72 2.67374 1.97977 5.25163  0.08
H73 -0.09115 2.60234 4.08967  0.12
H74 1.18779 1.73531 3.24261  0.12
C53 -3.17263 3.79608 -4.06060  -0.07
C54 -3.36964 5.26688 -3.76802  -0.19
O18 -3.27281 6.06664 -4.96502  0.04
C55 -4.36957 6.13279 -5.70341  -0.40
O19 -5.41854 5.60469 -5.48407  0.17
C56 -4.12424 7.05353 -6.91741  -0.55
F22 -2.94095 6.80114 -7.48518  0.17
F23 -4.13544 8.33227 -6.52236  0.17
F24 -5.07335 6.88360 -7.82864  0.18
H75 -2.22601 3.63221 -4.57643  0.09
H76 -3.17983 3.23337 -3.13519  0.04
H77 -3.97082 3.42156 -4.70179  0.09
H78 -2.58293 5.63918 -3.11397  0.12
H79 -4.32519 5.45335 -3.27886  0.13